Entry 1:
DFT (ωB97M-V with the def2-TZVPD basis set) results for a cluster of 2 separate species, CH2N2S2 in total in a non-equilibrium geometry.

Results
SMILES   N=C=S.N=S
Calculated total energy   -945.09254 hartree
ΔE to the lowest compared entry with this formula, charge and spin   1.934 eV
LUMO level (spin up / spin down)   -1.320 / -1.300 eV
E_HOMO (spin up / spin down)   -8.67 / -8.63 eV
Orbital gap (spin up / spin down)   7.3 / 7.3 eV
Net charge   0

```
7
CH2N2S2 (ωB97M-V with the def2-TZVPD basis set)
N -0.83837 0.40289 -0.63291
C -1.37968 0.60540 0.43150
S -2.01773 0.94761 1.79898
H -0.59729 -0.11483 -1.40987
N 1.31756 -0.91937 -0.20378
S 2.59390 -0.27840 -0.79464
H 0.92161 -0.64330 0.81073
```

Here are the Mulliken charges for atoms 1 to 2, given in e: N -0.38; C 0.41



Entry 2:
DFT (ωB97M-V with the def2-TZVPD basis set) results for a cluster of 7 separate species, H14O7 in total in a non-equilibrium geometry.

Results
SMILES   O.O.O.O.O.O.O
Calculated total energy   -535.01231 hartree
ΔE to the lowest compared entry with this formula, charge and spin   3.035 eV
LUMO level   -0.121 eV
E_HOMO   -10.66 eV
Orbital gap   10.5 eV
Net charge   0

```
21
H14O7 (ωB97M-V with the def2-TZVPD basis set)
O 0.44224 1.02764 -0.11334
H 1.18526 0.51440 -0.45022
H -0.32068 0.67150 -0.58250
O -2.98856 -0.39104 -2.64071
H -2.87287 -1.32893 -2.83036
H -3.59655 -0.37624 -1.89296
O 2.69814 -3.63528 1.39680
H 1.91457 -4.19489 1.35380
H 2.41847 -2.80838 0.98814
O -3.63005 1.43218 3.21257
H -3.73563 0.55991 2.81634
H -2.73856 1.69796 2.96039
O 1.43898 -2.12709 -3.30498
H 0.94155 -2.11761 -2.47947
H 2.26849 -2.56015 -3.07397
O 0.21798 4.73935 0.68576
H -0.37133 4.13008 0.22696
H 0.60069 5.27200 -0.02050
O 1.68157 -0.23305 1.10217
H 2.03785 0.58802 1.45980
H 2.40845 -0.86039 1.18629
```

Here are the Mulliken charges for atoms 1 to 2, given in e: O -0.64; H 0.37



Entry 3:
DFT (ωB97M-V with the def2-TZVPD basis set) results for a structure of composition C24H26BrCaN10O4Se4.

Results
Calculated total energy   -14636.15539 hartree
ΔE to the lowest compared entry with this formula, charge and spin   1.905 eV
LUMO level (spin up / spin down)   1.930 / 1.661 eV
E_HOMO (spin up / spin down)   -3.70 / -3.23 eV
Orbital gap (spin up / spin down)   5.6 / 4.9 eV
Net charge   -1

```
70
C24H26BrCaN10O4Se4 (ωB97M-V with the def2-TZVPD basis set)
Ca 0.34419 -0.41690 1.10166
Br 4.59694 2.01183 -4.18269
C 2.75249 2.22217 -4.59072
C 1.93943 2.91738 -3.71081
C 0.58648 3.03649 -3.98267
C 0.04769 2.45651 -5.13208
C 0.89485 1.82180 -6.03248
C 2.24752 1.68225 -5.75767
N -1.32249 2.57925 -5.51011
N -2.26446 2.38323 -4.71435
C -2.04999 1.91951 -3.39103
C -2.67117 2.61669 -2.37976
C -2.34432 2.40027 -1.04348
C -1.38441 1.46643 -0.63676
O -1.00273 1.38792 0.59402
C -0.89025 0.57469 -1.68875
N -0.11622 -0.48531 -1.33698
C 0.31591 -1.32683 -2.24354
C -0.01842 -1.20399 -3.60179
C -0.78896 -0.14765 -3.99101
C -1.23178 0.80195 -3.04342
H 2.35535 3.34286 -2.80799
H -0.05329 3.55253 -3.28057
H 0.47471 1.41512 -6.94425
H 2.89963 1.15708 -6.44186
H -3.36468 3.40606 -2.64752
H -2.79050 3.01174 -0.26863
H 0.93549 -2.14421 -1.88682
H 0.32532 -1.94598 -4.30943
H -1.08816 -0.03866 -5.02494
N 1.03450 2.72426 2.52461
N 0.61006 2.59106 3.87298
C 0.31529 1.29532 4.28953
N -0.31941 1.22754 5.50329
N 0.58575 0.30505 3.49842
N 0.28391 -0.97062 3.89958
O 0.17989 -1.30552 5.14079
O 0.46086 -1.84913 2.95380
H 1.28577 3.69245 2.38483
H 0.27138 2.49623 1.88335
H -0.15482 3.20934 4.11815
H 0.01475 1.91262 6.16469
H -0.29833 0.25154 5.82546
Se 3.05294 -3.48994 2.16150
Se 2.42396 -5.74290 2.39535
Se 1.90549 -6.55177 0.39638
Se 2.76794 -2.98499 -0.02596
C -4.82157 -3.95226 3.41323
C -3.83453 -3.12156 2.64300
C -3.73875 -1.74793 2.82481
C -2.79550 -1.03111 2.10912
N -1.96633 -1.59769 1.23445
C -2.05319 -2.91741 1.05794
C -2.96669 -3.70726 1.72817
H -5.36373 -3.34872 4.14014
H -4.31017 -4.75472 3.94686
H -5.54749 -4.41410 2.74101
H -4.37643 -1.23868 3.53655
H -2.68557 0.04123 2.23783
H -1.34269 -3.36215 0.36924
H -2.97730 -4.77653 1.55706
C 4.09682 0.25505 2.03524
C 3.61850 0.40099 0.62062
N 4.55762 0.47611 -0.34669
O 2.42513 0.45613 0.34368
H 5.03073 0.78903 2.21159
H 4.25883 -0.81092 2.21698
H 3.31726 0.61333 2.70409
H 5.48589 0.15434 -0.13423
H 4.23510 0.33010 -1.29100
```

Here are the Mulliken charges for atoms 1 to 2, given in e: Ca 1.80; Br -0.20



Entry 4:
DFT (ωB97M-V with the def2-TZVPD basis set) results for a structure of composition C12H18FeN8OS.

Results
Calculated total energy   -2643.10348 hartree
ΔE to the lowest compared entry with this formula, charge and spin   0.000 eV
LUMO level (spin up / spin down)   -2.791 / -4.972 eV
E_HOMO (spin up / spin down)   -10.51 / -11.04 eV
Orbital gap (spin up / spin down)   7.7 / 6.1 eV
Spin multiplicity   6
Net charge   +1
<S²>   8.797

```
41
C12H18FeN8OS (ωB97M-V with the def2-TZVPD basis set)
Fe 0.97204 0.03818 -1.14459
N 4.69073 2.15143 -1.76030
C 3.73502 1.26392 -1.49604
S 2.73571 0.67118 -2.73754
N 3.73163 0.88046 -0.17603
N 2.72070 0.09293 0.11770
C 2.90607 -0.59729 1.24760
C 2.06583 -1.60714 1.70174
C 2.37367 -2.19892 2.97077
C 1.63488 -3.21314 3.47451
C 0.54013 -3.72189 2.71300
C 0.22316 -3.22340 1.48876
C 0.96991 -2.14952 0.91615
O 0.66042 -1.72249 -0.24067
H 4.87094 2.42414 -2.71098
H 5.34079 2.40570 -1.03262
H 3.81244 -0.37875 1.80600
H 3.21635 -1.80709 3.52742
H 1.87305 -3.64562 4.43591
H -0.04793 -4.53515 3.12068
H -0.58858 -3.63295 0.90176
C -3.28853 -0.75870 0.86722
N -3.26583 0.27788 -0.15502
C -4.46239 1.11463 -0.19221
C -2.04503 0.72573 -0.57203
N -0.90949 0.40391 -0.06421
N -2.07798 1.58053 -1.66871
C -0.99140 2.24239 -2.21558
N -1.33396 3.16185 -3.15832
N 0.20971 2.00767 -1.81967
H -4.25654 -1.25308 0.83318
H -3.13975 -0.35820 1.87547
H -2.52529 -1.50621 0.65863
H -5.33225 0.46715 -0.11350
H -4.56891 1.66405 -1.12389
H -4.48436 1.83124 0.63307
H -1.01535 -0.16638 0.76435
H -2.96803 1.72642 -2.10531
H -2.26429 3.20941 -3.53370
H -0.60441 3.54597 -3.73257
H 0.88712 2.58916 -2.30047
```

Here are the Mulliken charges for atoms 1 to 2, given in e: Fe 0.29; N -0.31



The lowest ΔE to the lowest compared entry with this formula, charge and spin belongs to which entry? C12H18FeN8OS



ΔE to the lowest compared entry with this formula, charge and spin of number 1 (CH2N2S2)? 1.934 eV



Copy entry 2 word for word.
DFT (ωB97M-V with the def2-TZVPD basis set) results for a cluster of 7 separate species, H14O7 in total in a non-equilibrium geometry.

Results
SMILES   O.O.O.O.O.O.O
Calculated total energy   -535.01231 hartree
ΔE to the lowest compared entry with this formula, charge and spin   3.035 eV
LUMO level   -0.121 eV
E_HOMO   -10.66 eV
Orbital gap   10.5 eV
Net charge   0

```
21
H14O7 (ωB97M-V with the def2-TZVPD basis set)
O 0.44224 1.02764 -0.11334
H 1.18526 0.51440 -0.45022
H -0.32068 0.67150 -0.58250
O -2.98856 -0.39104 -2.64071
H -2.87287 -1.32893 -2.83036
H -3.59655 -0.37624 -1.89296
O 2.69814 -3.63528 1.39680
H 1.91457 -4.19489 1.35380
H 2.41847 -2.80838 0.98814
O -3.63005 1.43218 3.21257
H -3.73563 0.55991 2.81634
H -2.73856 1.69796 2.96039
O 1.43898 -2.12709 -3.30498
H 0.94155 -2.11761 -2.47947
H 2.26849 -2.56015 -3.07397
O 0.21798 4.73935 0.68576
H -0.37133 4.13008 0.22696
H 0.60069 5.27200 -0.02050
O 1.68157 -0.23305 1.10217
H 2.03785 0.58802 1.45980
H 2.40845 -0.86039 1.18629
```

Here are the Mulliken charges for atoms 1 to 2, given in e: O -0.64; H 0.37